[1]
DFT (ωB97M-V with the def2-TZVPD basis set) results for a molecular structure, C27H46Br28O7P.

Last column: Mulliken charge in e.
CARTESIAN COORDINATES (ANGSTROEM)
C (2.825, -4.015, -2.272)  -0.964
C (1.460, -4.863, -2.031)  0.353
O (0.281, -4.128, -2.424)  -0.286
C (-0.943, -4.885, -2.125)  -0.550
C (-1.836, -3.983, -1.150)  0.075
O (-2.966, -3.336, -1.768)  -0.515
C (-2.594, -2.511, -2.889)  -0.675
C (-1.675, -1.244, -2.510)  0.273
O (-2.421, -0.047, -2.184)  -0.389
C (-2.716, 0.050, -0.784)  -0.752
P (-1.356, 0.963, 0.216)  0.314
C (-1.068, 2.733, -0.339)  -0.106
C (0.039, 2.958, -1.473)  -0.933
C (0.054, 1.879, -2.652)  0.792
C (1.084, 2.207, -3.851)  -0.783
O (1.381, 3.617, -3.986)  -0.303
C (2.725, 3.888, -3.618)  0.254
O (3.020, 4.775, -2.784)  -0.504
C (-2.111, 1.093, 1.979)  -1.585
C (-1.044, 0.836, 3.158)  0.294
C (-0.827, -0.750, 3.465)  -0.690
Br (-1.895, 1.560, 4.868)  -0.162
O (-0.009, -0.058, 0.172)  0.231
C (1.238, 0.600, 0.540)  -0.634
C (2.267, -0.540, 1.037)  -0.675
C (1.766, -2.008, 0.527)  -0.277
O (2.470, -0.539, 2.491)  -0.683
H (3.414, -3.856, -1.295)  0.164
H (3.532, -4.631, -2.943)  0.356
H (2.597, -2.985, -2.723)  0.191
H (1.585, -5.813, -2.676)  -0.298
H (1.440, -5.207, -0.934)  0.397
H (-1.494, -5.117, -3.095)  0.270
H (-0.603, -5.831, -1.558)  0.352
H (-2.272, -4.699, -0.355)  0.437
H (-1.146, -3.274, -0.558)  -0.166
H (-2.135, -3.077, -3.774)  0.227
H (-3.578, -2.061, -3.297)  0.431
H (-0.867, -1.520, -1.739)  -0.135
H (-1.086, -0.996, -3.474)  0.278
H (-2.801, -0.992, -0.325)  0.323
H (-3.713, 0.598, -0.611)  0.506
H (-0.726, 3.320, 0.598)  -0.181
H (-2.079, 3.216, -0.625)  0.530
H (-0.109, 4.017, -1.909)  0.466
H (1.100, 2.984, -1.017)  0.111
H (-0.998, 1.902, -3.131)  0.389
H (0.231, 0.810, -2.292)  -0.550
H (1.995, 1.536, -3.697)  0.370
H (0.577, 1.828, -4.817)  0.302
H (3.560, 3.297, -4.124)  0.400
H (-2.556, 2.147, 2.076)  0.595
H (-3.002, 0.373, 2.042)  0.583
H (-0.068, 1.409, 3.062)  0.438
H (-1.494, -1.021, 4.367)  0.531
H (-1.093, -1.381, 2.553)  0.040
H (0.244, -0.929, 3.814)  0.073
H (1.690, 1.003, -0.445)  0.117
H (1.133, 1.481, 1.253)  0.460
H (3.252, -0.367, 0.469)  0.675
H (2.602, -2.796, 0.628)  0.457
H (0.924, -2.338, 1.221)  0.139
H (1.482, -2.011, -0.582)  -0.071
H (2.312, -1.479, 2.765)  0.584
C (0.236, -8.497, -3.926)  -0.236
Br (0.619, -9.798, -5.311)  -0.016
Br (-1.544, -8.727, -3.191)  0.045
Br (1.593, -8.497, -2.540)  -0.032
H (0.261, -7.515, -4.396)  0.257
C (-1.659, 6.677, 1.057)  -0.439
Br (-0.418, 6.780, -0.430)  0.008
Br (-3.478, 6.366, 0.460)  -0.026
Br (-1.100, 5.362, 2.370)  0.108
H (-1.646, 7.647, 1.552)  0.422
C (-5.321, -10.651, -1.796)  -0.342
Br (-5.687, -8.823, -1.257)  -0.010
Br (-5.268, -10.836, -3.725)  0.001
Br (-3.712, -11.339, -0.962)  -0.005
H (-6.151, -11.260, -1.440)  0.345
C (-0.847, 6.363, 6.316)  -0.379
Br (1.007, 6.875, 6.067)  -0.035
Br (-1.154, 4.506, 5.853)  0.076
Br (-1.476, 6.765, 8.106)  -0.032
H (-1.439, 6.965, 5.628)  0.375
C (-4.769, 4.750, 8.327)  -0.211
Br (-6.689, 4.744, 8.049)  -0.034
Br (-4.300, 5.390, 10.096)  -0.021
Br (-3.983, 3.016, 7.957)  0.016
H (-4.345, 5.453, 7.611)  0.234
C (5.173, 6.387, -5.871)  -0.253
Br (5.708, 8.116, -6.566)  -0.019
Br (4.549, 5.206, -7.277)  -0.015
Br (6.578, 5.569, -4.814)  0.022
H (4.331, 6.559, -5.203)  0.266
C (-5.758, 0.723, 3.878)  -0.401
Br (-4.266, 1.698, 3.103)  0.166
Br (-5.164, -0.884, 4.788)  -0.043
Br (-6.840, 1.848, 5.029)  -0.015
H (-6.394, 0.405, 3.053)  0.437
C (6.119, -1.158, 2.583)  -0.425
Br (7.355, -1.037, 1.092)  -0.068
Br (4.299, -1.462, 1.971)  0.087
Br (6.681, -2.475, 3.894)  -0.062
H (6.127, -0.191, 3.082)  0.351
C (6.686, 3.505, -1.212)  0.031
Br (8.526, 4.046, -1.489)  -0.025
Br (6.403, 1.646, -1.686)  -0.014
Br (6.083, 3.888, 0.591)  -0.024
H (6.075, 4.103, -1.886)  0.023

Molar mass ... 2750.94 g mol⁻¹
Net charge ... +1
Energy relative to the best compared isomer or geometry (same formula, charge and spin) ... 169.3 kcal/mol
Frontier orbital gap ... 8.1 eV

[2]
DFT (ωB97M-V with the def2-TZVPD basis set) results for 14 unconnected molecules or ions with the total composition C42H98O14S7.

Last column: Mulliken charge in e.
CARTESIAN COORDINATES (ANGSTROEM)
C (-0.837, -3.502, -4.150)  -0.764
C (-0.457, -5.029, -4.113)  -0.801
C (0.708, -4.995, -3.177)  -0.552
O (0.379, -4.024, -2.177)  0.187
C (-0.269, -2.855, -2.874)  1.995
H (-1.876, -3.327, -4.091)  0.473
H (-0.476, -2.955, -5.017)  0.417
H (-0.310, -5.617, -5.044)  0.372
H (-1.198, -5.559, -3.562)  0.267
H (1.648, -4.808, -3.682)  0.095
H (0.858, -5.844, -2.538)  0.408
H (0.452, -2.056, -3.055)  -1.388
H (-1.055, -2.530, -2.226)  -0.559
C (4.320, -0.291, -4.918)  -0.775
C (4.846, -1.661, -4.443)  -0.933
C (3.563, -2.323, -3.935)  0.083
O (2.558, -1.359, -3.709)  -0.090
C (3.112, -0.058, -3.947)  0.485
H (4.046, -0.368, -5.957)  0.395
H (5.083, 0.518, -4.906)  0.371
H (5.486, -1.560, -3.628)  0.259
H (5.259, -2.236, -5.257)  0.400
H (3.764, -2.875, -3.054)  -0.106
H (3.245, -3.094, -4.614)  0.243
H (3.471, 0.295, -2.936)  -0.130
H (2.359, 0.544, -4.424)  -0.251
C (-4.937, -1.979, 0.489)  -0.595
C (-3.927, -2.682, 1.390)  -0.354
C (-2.613, -1.965, 1.067)  0.974
O (-2.681, -1.656, -0.292)  0.242
C (-4.033, -1.187, -0.487)  -0.101
H (-5.729, -1.410, 1.034)  0.127
H (-5.520, -2.688, -0.169)  0.325
H (-3.856, -3.785, 1.120)  -0.029
H (-4.108, -2.648, 2.454)  0.502
H (-1.760, -2.666, 1.125)  -0.746
H (-2.412, -1.008, 1.687)  -0.592
H (-4.202, -1.431, -1.522)  0.463
H (-4.104, -0.069, -0.392)  -0.171
C (4.120, -3.596, 0.314)  1.918
C (4.908, -4.878, 0.641)  -0.708
C (6.098, -4.389, 1.520)  -0.509
O (5.835, -3.010, 1.848)  -0.433
C (5.164, -2.498, 0.705)  -0.134
H (3.204, -3.504, 0.939)  -0.610
H (3.963, -3.512, -0.776)  -0.933
H (5.219, -5.410, -0.280)  0.374
H (4.360, -5.593, 1.209)  0.247
H (7.108, -4.439, 1.099)  0.246
H (6.178, -4.918, 2.457)  0.323
H (5.792, -2.274, -0.106)  0.425
H (4.626, -1.611, 1.011)  -0.186
C (-1.587, 2.415, -4.991)  -0.277
C (-0.183, 1.772, -5.178)  -0.618
C (-0.139, 0.808, -3.962)  0.909
O (-1.482, 0.568, -3.616)  -0.232
C (-2.377, 1.242, -4.544)  -0.637
H (-1.878, 2.931, -5.861)  0.581
H (-1.572, 3.148, -4.177)  -0.224
H (0.671, 2.447, -5.225)  0.470
H (-0.197, 1.248, -6.146)  0.360
H (0.375, 1.263, -3.147)  -0.340
H (0.298, -0.171, -4.290)  -0.511
H (-3.329, 1.455, -4.047)  0.374
H (-2.562, 0.572, -5.388)  0.311
C (5.384, 1.341, 3.251)  -0.579
C (5.770, 2.816, 3.613)  -0.949
C (4.386, 3.495, 3.759)  -0.427
O (3.474, 2.714, 2.967)  -0.462
C (4.209, 1.583, 2.295)  0.951
H (5.053, 0.771, 4.108)  0.312
H (6.189, 0.818, 2.796)  0.475
H (6.372, 3.221, 2.886)  0.344
H (6.365, 2.913, 4.495)  0.427
H (4.402, 4.593, 3.416)  0.223
H (3.985, 3.554, 4.760)  0.378
H (4.515, 1.890, 1.320)  0.046
H (3.547, 0.725, 2.203)  -0.802
C (-3.077, 1.829, 3.785)  0.455
C (-4.207, 0.888, 4.304)  -0.278
C (-5.432, 1.510, 3.790)  -0.471
O (-5.105, 1.919, 2.497)  -0.330
C (-3.773, 2.445, 2.470)  0.308
H (-2.170, 1.340, 3.459)  -0.565
H (-2.732, 2.730, 4.314)  0.406
H (-4.313, 0.735, 5.405)  0.396
H (-3.965, -0.104, 3.967)  -0.152
H (-5.743, 2.413, 4.343)  0.234
H (-6.353, 0.881, 3.728)  0.358
H (-3.798, 3.563, 2.414)  0.127
H (-3.364, 2.082, 1.546)  -0.423
C (0.637, 5.695, 2.690)  -0.925
S (-0.355, 4.255, 3.107)  0.528
O (-0.442, 3.403, 1.865)  -0.513
C (0.784, 3.473, 4.190)  -0.247
H (0.700, 6.422, 3.528)  0.400
H (0.065, 6.092, 1.906)  0.387
H (1.627, 5.447, 2.263)  0.005
H (1.170, 4.250, 4.906)  0.482
H (1.727, 3.006, 3.792)  -0.148
H (0.243, 2.832, 4.868)  0.233
C (1.877, 3.607, -2.720)  -0.976
S (2.281, 2.906, -1.103)  1.298
O (3.520, 2.132, -1.329)  -0.814
C (2.690, 4.307, -0.211)  -0.725
H (2.621, 4.342, -2.995)  0.676
H (0.925, 4.060, -2.666)  0.193
H (1.908, 2.757, -3.414)  -0.143
H (3.593, 4.770, -0.652)  0.519
H (2.831, 3.992, 0.828)  -0.271
H (1.855, 4.986, -0.285)  0.328
C (-7.549, 0.881, -1.514)  -1.314
S (-6.366, 1.801, -0.578)  1.035
O (-5.620, 2.604, -1.614)  -0.748
C (-7.421, 3.056, 0.203)  -1.151
H (-8.352, 0.496, -0.886)  0.364
H (-7.169, -0.005, -1.941)  0.366
H (-7.868, 1.471, -2.334)  0.417
H (-7.915, 3.572, -0.580)  0.446
H (-6.675, 3.608, 0.805)  0.248
H (-8.057, 2.630, 0.968)  0.387
C (0.172, -2.874, 3.721)  -0.737
S (-0.592, -1.282, 4.168)  1.077
O (-1.831, -1.619, 4.870)  -0.688
C (0.540, -0.649, 5.405)  -1.265
H (-0.585, -3.287, 3.047)  -0.097
H (0.081, -3.457, 4.669)  0.523
H (1.145, -2.766, 3.211)  0.176
H (1.506, -0.544, 4.927)  0.274
H (0.533, -1.255, 6.268)  0.487
H (0.126, 0.314, 5.654)  0.299
C (-1.840, -5.169, -0.169)  -0.589
S (-0.857, -5.646, 1.246)  0.626
O (-1.221, -7.056, 1.551)  -0.728
C (0.768, -5.628, 0.500)  -0.518
H (-2.891, -5.257, 0.273)  0.318
H (-1.646, -5.939, -0.908)  0.482
H (-1.664, -4.133, -0.527)  -0.251
H (0.834, -6.458, -0.193)  0.437
H (1.491, -5.722, 1.321)  0.358
H (0.863, -4.638, -0.008)  -0.212
C (-3.349, 5.191, -0.549)  -0.654
S (-1.895, 4.785, -1.519)  0.388
O (-0.803, 5.717, -1.030)  -0.667
C (-1.522, 3.151, -0.979)  1.117
H (-4.074, 4.381, -0.622)  0.029
H (-3.698, 6.058, -1.026)  0.545
H (-3.022, 5.359, 0.483)  0.119
H (-0.466, 2.910, -1.075)  -0.781
H (-2.030, 2.452, -1.616)  0.493
H (-1.803, 3.006, 0.030)  -0.787
C (1.560, -0.785, -0.720)  -0.013
S (0.991, -1.077, 0.930)  0.874
O (2.191, -0.949, 1.798)  -0.796
C (0.063, 0.324, 1.134)  -0.036
H (2.106, -1.651, -1.074)  0.255
H (2.234, 0.097, -0.817)  0.047
H (0.623, -0.619, -1.312)  -0.232
H (-1.022, 0.240, 0.956)  -0.464
H (0.565, 1.174, 0.704)  -0.116
H (0.124, 0.454, 2.214)  0.033

Molar mass ... 1051.70 g mol⁻¹
Frontier orbital gap ... 8.8 eV

[3]
DFT (ωB97M-V with the def2-TZVPD basis set) results for a molecular structure, C3H8CsO.

Last column: natural (NBO) charge in e.
CARTESIAN COORDINATES (ANGSTROEM)
Cs (-0.708, -2.731, 2.592)  0.995
C (-0.046, 0.590, 1.129)  -0.614
C (-0.396, 0.029, -0.257)  0.094
C (0.462, 0.604, -1.354)  -0.658
O (-0.291, -1.408, -0.097)  -0.798
H (-0.649, 0.131, 1.919)  0.169
H (-0.151, 1.674, 1.099)  0.240
H (1.002, 0.366, 1.339)  0.212
H (-1.462, 0.156, -0.475)  0.178
H (0.197, 1.632, -1.607)  0.246
H (0.378, 0.063, -2.301)  0.225
H (1.524, 0.650, -1.098)  0.220
H (0.141, -1.756, -0.890)  0.490

Molar mass ... 193.00 g mol⁻¹
Net charge ... +1
Energy relative to the best compared isomer or geometry (same formula, charge and spin) ... 2.6 kcal/mol
Frontier orbital gap ... 10.5 eV

[4]
DFT (ωB97M-V with the def2-TZVPD basis set) results for a molecular structure, H3INPS.

Last column: natural (NBO) charge in e.
CARTESIAN COORDINATES (ANGSTROEM)
N (0.292, -0.406, -0.308)  -1.018
P (-0.801, 0.147, 1.575)  0.520
S (1.177, -0.053, -1.674)  0.347
I (-0.442, 0.604, -3.525)  -0.142
H (0.120, -1.382, -0.378)  0.360
H (-0.453, 1.444, 1.741)  -0.040
H (0.107, -0.353, 2.568)  -0.026

Molar mass ... 206.98 g mol⁻¹
Energy relative to the best compared isomer or geometry (same formula, charge and spin) ... 29.7 kcal/mol
Frontier orbital gap ... 7.1 eV